Entry one
Entry from the Open Molecules 2025 dataset: a 3-piece molecular cluster, C4H14N2O2 overall (ωB97M-V/def2-TZVPD).

Results
- total charge = 0
- orbital gap (eV) = 3.90
- molecular weight (g/mol) = 122.17
- HOMO energy (eV) = -7.8

Geometry as XYZ:
```
22
Properties=species:S:1:pos:R:3:lowdin_charge:R:1
O -1.1863 -0.4619 1.6199 -0.04
O -1.0279 2.3213 -0.2235 -0.36
N 1.0692 2.1923 1.4117 0.01
N -0.1976 0.0025 -1.3816 -0.02
C -0.3212 -1.4515 -1.2056 -0.23
C 1.2018 0.4869 -1.4318 -0.10
C 0.1210 -1.8810 0.1290 0.14
C -0.8627 -1.8467 1.2440 -0.18
H -0.7310 0.1015 0.9946 0.02
H 1.8506 -0.1715 -0.8477 0.07
H 1.3325 1.4805 -1.0310 0.05
H 0.2454 -1.9252 -2.0187 0.13
H -1.8032 -2.3099 0.9145 0.14
H 0.3127 2.4797 0.7469 -0.04
H 0.8347 1.3677 1.9325 -0.02
H 1.4619 2.9339 1.9598 -0.01
H 1.5358 0.4453 -2.4644 0.08
H -0.7948 0.5431 -0.7486 0.04
H -0.5682 -2.2971 2.1771 0.12
H 0.8142 -2.7251 0.1259 0.14
H -1.9078 2.3950 -0.5854 -0.07
H -1.3790 -1.6800 -1.3177 0.13
```



Entry two
Entry from the Open Molecules 2025 dataset: a 2-piece molecular cluster, C4H14N2O2 overall (ωB97M-V/def2-TZVPD).

Results
- total charge = 0
- orbital gap (eV) = 9.96
- molecular weight (g/mol) = 122.17
- HOMO energy (eV) = -9.2
- SMILES string = CNCCNCO.O

Geometry as XYZ:
```
22
Properties=species:S:1:pos:R:3:lowdin_charge:R:1
O -1.4017 1.9834 2.2113 -0.07
O 0.3350 -2.3487 -0.3723 -0.09
N -1.1135 0.3152 -0.4852 -0.11
N 1.8626 -0.5975 -0.0230 -0.04
C 1.3106 0.7404 0.1815 -0.22
C 0.1068 1.1342 -0.6813 -0.23
C -1.9438 0.3769 -1.6813 -0.13
C 1.1698 -1.6931 0.6151 -0.27
H -1.4320 0.4681 -2.6462 0.07
H -2.6051 -0.4790 -1.6842 0.07
H 0.4278 1.1051 -1.7327 0.11
H -0.8027 -0.6363 -0.3384 0.05
H 1.8769 -2.4278 0.9914 0.11
H -1.9662 1.7755 1.4472 0.03
H 1.1155 0.9304 1.2413 0.10
H 0.1365 -3.2576 -0.0870 0.10
H -2.6209 1.2333 -1.5698 0.08
H 0.5071 -1.2700 1.3817 0.12
H 2.1096 1.4205 -0.0978 0.11
H 1.8412 -0.7765 -1.0205 0.11
H -0.1261 2.1618 -0.4342 0.11
H -0.6224 1.4721 1.9741 -0.01
```



It is entry one that is the least stable of them.



Entry one
Entry from the Open Molecules 2025 dataset: C22H25BrN2O9P2Pd as an isolated structure (ωB97M-V/def2-TZVPD).

Results
- total charge = 0
- orbital gap (spin up / spin down) (eV) = 6.93 / 6.93
- molecular weight (g/mol) = 709.72
- HOMO energy (spin up / spin down) (eV) = -7.6 / -7.6

Geometry as XYZ:
```
62
Properties=species:S:1:pos:R:3:lowdin_charge:R:1
Pd -1.1022 -1.1698 -0.8929 1.00
Br -3.1298 -1.8121 1.4786 0.83
P -3.2947 0.2165 -2.9259 0.35
P -1.1844 -1.4685 -4.2884 0.45
O -2.2184 -2.6610 -4.1050 -0.14
O -2.3534 0.1922 -1.7363 -0.40
O -4.2326 1.3322 -3.1462 -0.27
O 0.2771 -2.1039 0.1679 -0.12
O -0.5971 -1.7262 -5.7426 -0.09
O -3.0325 -0.1805 -5.5820 -0.06
O 0.3464 0.0751 0.2272 -0.04
O -0.1093 -1.3975 -3.2705 -0.29
O -4.1342 -1.1994 -2.9184 -0.17
N -2.1491 -3.0277 -0.7905 -0.05
N 1.9369 1.2362 2.0694 0.11
C 1.8683 3.7153 0.8235 -0.03
C -2.3646 -5.3373 -1.3467 -0.03
C 4.1044 -1.4891 3.2609 -0.07
C 2.1272 2.2278 4.3029 -0.04
C 0.8254 -1.0181 0.6303 -0.52
C -3.3885 -4.4980 0.6397 -0.10
C -2.8660 -3.2609 0.3109 -0.72
C -1.3349 1.2555 -4.5463 -0.06
C 2.1502 4.6171 4.5113 -0.06
C -3.1323 -5.5546 -0.2168 -0.05
C 1.9877 3.6230 2.3213 -0.16
C 2.0415 2.3563 2.9188 -0.19
C 1.9701 6.1437 2.5393 -0.05
C -2.2223 0.0190 -4.4151 -0.60
C 3.5764 -2.5946 2.5917 -0.09
C 3.5700 -0.2311 3.1031 -0.03
C 2.1935 3.3605 5.0930 -0.08
C 2.0352 4.7607 3.1327 -0.23
C 2.5096 -2.4019 1.7464 -0.02
C 1.9449 -1.1341 1.5644 -0.07
C 2.4644 -0.0151 2.2599 -0.16
C -1.8912 -4.0631 -1.5977 -0.10
H 2.1164 1.2469 4.7550 0.11
H 2.6087 3.0775 0.3375 0.09
H -3.1045 -2.3505 -3.8204 0.05
H 4.0170 0.6108 3.6087 0.11
H -0.6758 1.3491 -3.6845 0.09
H 4.0072 -3.5772 2.7217 0.10
H -3.9659 -4.6214 1.5427 0.10
H -0.7305 1.1814 -5.4508 0.09
H -2.1277 -6.1389 -2.0306 0.11
H 1.9904 6.8953 3.3270 0.07
H -3.7375 0.4814 -5.5539 0.10
H -3.5201 -6.5393 0.0085 0.12
H -5.0775 -1.0013 -2.9342 0.09
H 0.8845 3.3821 0.4778 0.09
H 2.0855 -3.2301 1.1953 0.12
H -1.2897 -3.8442 -2.4622 0.10
H 2.1944 5.5024 5.1337 0.10
H 1.0570 6.2891 1.9594 0.09
H -1.9644 2.1440 -4.6062 0.09
H 2.0088 4.7317 0.4668 0.07
H 2.2605 3.2623 6.1689 0.10
H 4.9629 -1.6136 3.9093 0.11
H -1.2827 -1.6662 -6.4217 0.09
H 1.2780 1.3064 1.3073 0.10
H 2.8135 6.3355 1.8730 0.08
```



Entry two
Entry from the Open Molecules 2025 dataset: C22H25BrN2O9P2Pd as an isolated structure (ωB97M-V/def2-TZVPD).

Results
- total charge = 0
- orbital gap (eV) = 6.91
- molecular weight (g/mol) = 709.72
- HOMO energy (eV) = -7.4

Geometry as XYZ:
```
62
Properties=species:S:1:pos:R:3:lowdin_charge:R:1
Pd -0.7322 0.2263 0.7753 1.00
Br 2.0682 0.4345 2.3304 0.83
P -1.4820 -2.7986 1.0115 0.34
P -2.7580 -0.8464 2.9373 0.47
O -3.3119 -0.7163 4.4117 -0.07
O -0.3742 -1.7893 0.7764 -0.39
O -1.3938 1.5252 -1.4799 -0.04
O -3.1504 -3.4275 3.0131 -0.06
O -1.2833 -4.2409 0.7983 -0.26
O -0.9684 2.1702 0.6132 -0.16
O -1.6986 0.1641 2.7006 -0.32
O -2.7725 -2.2785 0.1362 -0.17
O -4.0435 -0.7327 2.0288 -0.09
N -1.8398 3.4450 -3.2742 0.10
N 1.1246 0.3253 -0.2590 -0.05
C -0.9082 -2.7207 3.6967 -0.06
C 2.4431 0.0308 -2.2244 -0.04
C -0.8968 4.7988 0.0165 -0.03
C -2.2240 3.2611 -6.9392 -0.23
C -1.6844 2.5015 -8.1225 -0.06
C 2.2360 0.2672 0.4669 -0.72
C 3.4956 0.1042 -0.0848 -0.10
C -0.6793 1.9945 -5.3700 -0.03
C -0.8403 6.1560 -0.2293 -0.09
C 3.5966 -0.0153 -1.4584 -0.04
C -3.7371 4.9324 -6.0693 -0.08
C -3.2904 4.6831 -4.7861 -0.04
C -1.1069 6.6025 -1.5219 -0.08
C 1.2271 0.1972 -1.5927 -0.08
C -1.5257 4.3395 -2.2840 -0.17
C -1.2266 3.8797 -0.9835 -0.07
C -2.0823 -2.5241 2.7360 -0.60
C -1.7487 3.0180 -5.6446 -0.16
C -2.2912 3.7384 -4.5722 -0.20
C -1.4383 5.7204 -2.5277 -0.03
C -3.2064 4.2243 -7.1363 -0.06
C -1.2085 2.4357 -0.6447 -0.53
H -0.6189 2.6907 -8.2694 0.08
H -2.8963 -4.2868 2.6465 0.10
H -1.0472 7.6593 -1.7527 0.10
H -3.5656 4.4131 -8.1408 0.10
H -0.6795 4.4076 0.9994 0.11
H -4.0583 -1.3060 4.5849 0.10
H -3.7185 5.2004 -3.9377 0.12
H 0.2959 0.2451 -2.1332 0.10
H 4.3615 0.0725 0.5581 0.10
H -3.9041 -1.1900 1.1749 0.06
H 4.5658 -0.1476 -1.9199 0.12
H -0.4973 -3.7200 3.5455 0.09
H -0.1256 -1.9863 3.5118 0.07
H -2.2024 2.7975 -9.0335 0.07
H -4.5135 5.6674 -6.2382 0.10
H -1.2564 -2.6323 4.7261 0.09
H -1.6185 6.0906 -3.5274 0.10
H -1.0993 1.0977 -4.9041 0.09
H -3.1804 -3.0216 -0.3247 0.09
H -1.8097 1.4241 -8.0000 0.08
H 2.4720 -0.0651 -3.2998 0.11
H -0.5841 6.8525 0.5563 0.10
H -1.7455 2.4763 -2.9882 0.10
H -0.1734 1.6832 -6.2801 0.06
H 0.0612 2.3969 -4.6775 0.08
```



It is entry one that is the least stable of them.



Entry one
Entry from the Open Molecules 2025 dataset: CHBrINO2 as an isolated structure (ωB97M-V/def2-TZVPD).

Results
- total charge = 0
- orbital gap (spin up / spin down) (eV) = 7.35 / 7.36
- molecular weight (g/mol) = 265.83
- HOMO energy (spin up / spin down) (eV) = -10.3 / -10.3

Geometry as XYZ:
```
7
Properties=species:S:1:pos:R:3:lowdin_charge:R:1
I 0.4625 -2.3210 0.3428 0.97
Br -0.5760 0.9574 2.2694 0.16
O 1.6112 0.2718 -0.8347 0.04
O -0.1252 1.4303 -1.1287 0.09
N 0.4656 0.5156 -0.6772 -0.59
C -0.3301 -0.4422 0.0788 -0.75
H -1.5080 -0.4119 -0.0504 0.09
```



Entry two
Entry from the Open Molecules 2025 dataset: CHBrINO2 as an isolated structure (ωB97M-V/def2-TZVPD).

Results
- total charge = 0
- orbital gap (eV) = 9.61
- molecular weight (g/mol) = 265.83
- HOMO energy (eV) = -10.2

Geometry as XYZ:
```
7
Properties=species:S:1:pos:R:3:lowdin_charge:R:1
I 1.4733 0.7850 1.6217 0.86
Br 1.1958 -1.4807 -0.8994 0.66
O -1.6671 -0.0320 -0.8252 0.07
O -1.2201 -0.4433 1.2398 0.00
N -0.9335 -0.1219 0.1202 -0.59
C 0.4925 0.1400 -0.1394 -1.18
H 0.6592 1.1529 -1.1176 0.19
```



It is entry one that is the least stable of them.



Entry one
Entry from the Open Molecules 2025 dataset: a 2-piece molecular cluster, C7H12O overall (ωB97M-V/def2-TZVPD).

Results
- total charge = +1
- spin multiplicity = 2
- orbital gap (spin up / spin down) (eV) = 7.09 / 6.57
- molecular weight (g/mol) = 112.17
- HOMO energy (spin up / spin down) (eV) = -14.3 / -13.8

Geometry as XYZ:
```
20
Properties=species:S:1:pos:R:3:lowdin_charge:R:1
O -2.1534 -2.1234 0.9608 0.01
C 1.6482 0.5902 -0.3228 -0.06
C -0.7480 -0.0798 0.1210 -0.25
C -1.1520 -1.0043 -0.9702 -0.19
C -2.2519 -1.9311 -0.3875 -0.28
C 2.7677 1.3457 -0.1474 0.06
C 0.2140 0.9544 -0.3243 0.14
C 3.4965 2.4269 -0.3838 0.10
H -0.9605 -0.0166 3.2024 0.05
H 1.6785 -0.4898 -0.4595 0.12
H 4.3801 2.7497 0.2284 0.11
H -2.2125 -2.8480 -0.9311 0.11
H -0.1583 -0.6980 0.8296 0.13
H -1.6275 0.2741 0.6198 0.12
H 3.3462 2.9944 -1.3265 0.12
H -0.2866 -1.6356 -1.3313 0.14
H -1.1331 -0.7205 3.0808 0.04
H -3.4274 -1.3825 -0.6494 0.24
H -1.4915 -0.4429 -1.8352 0.12
H 0.0716 2.0371 0.0263 0.17
```



Entry two
Entry from the Open Molecules 2025 dataset: a 2-piece molecular cluster, C7H12O overall (ωB97M-V/def2-TZVPD).

Results
- total charge = +1
- spin multiplicity = 2
- orbital gap (spin up / spin down) (eV) = 4.54 / 6.16
- molecular weight (g/mol) = 112.17
- HOMO energy (spin up / spin down) (eV) = -11.8 / -13.4

Geometry as XYZ:
```
20
Properties=species:S:1:pos:R:3:lowdin_charge:R:1
O 1.2032 -0.2701 0.4391 0.00
C -1.0994 -0.1270 1.0711 -0.01
C 0.2256 2.3266 -1.4984 -0.07
C 0.2478 1.6733 -0.2697 0.15
C 0.0818 -3.7446 1.1116 -0.07
C -0.8675 -3.1613 0.3699 0.01
C 0.7060 3.5975 -1.6254 0.24
C -0.0803 0.2411 0.0049 -0.39
H -0.4241 -2.6776 -0.5235 0.04
H -0.6699 -0.0777 2.0707 0.10
H -0.3398 -0.1652 -0.9773 0.15
H -1.3375 -1.2037 0.8862 0.04
H -0.0879 1.7744 -2.3786 0.13
H 0.7265 4.1808 -2.5371 0.11
H 0.1065 -3.6440 2.1959 0.06
H -1.9918 0.5033 1.0373 0.10
H 1.2392 -1.1700 0.1135 0.08
H 0.5055 2.3959 0.5116 0.15
H 1.1275 4.0953 -0.7551 0.11
H 0.7287 -4.5472 0.7534 0.07
```



It is entry one that is the least stable of them.